The following is a DFT calculation (ωB97M-V/def2-TZVPD) of the ion C3HO4 with charge -1.

Structure (XYZ):
```
8
Properties=species:S:1:pos:R:3:forces:R:3
O 2.098919 0.004159 1.821977 -0.7867 1.0386 -0.3689
H -0.686558 -0.246724 -0.074258 -3.6694 1.4191 -0.4157
C 0.265986 -0.450063 0.143098 4.0863 0.9913 2.3484
C 0.659686 -1.429639 -0.599646 1.5868 -1.3572 -0.2350
O 0.886141 -2.310200 -1.327019 -0.0902 0.1217 0.0248
C 0.990697 0.407677 1.250459 -1.6637 -1.0692 0.2725
O 2.692326 -1.149470 1.316123 0.2211 -1.1637 -1.0032
O 0.361369 1.349756 1.723658 0.3160 0.0194 -0.6229
```
Forces are in eV/Å.

For the energy above the lowest of the compared OMol25 structures with the same formula, charge and spin, the calculation gives 3.625 eV. The SMILES is O=C=CC(=O)O[O-]. The value obtained for the HOMO energy is -3.25 eV. As for the total charge: -1.


The following is a DFT calculation (ωB97M-V/def2-TZVPD) of a cluster of 2 separate species, C3HO4P in total.

Structure (XYZ):
```
9
Properties=species:S:1:pos:R:3:forces:R:3
O 3.696918 -0.722848 0.871222 -0.8265 -0.4919 -1.0113
C 1.576914 0.413680 1.252697 -3.7987 0.2334 -0.8903
O -2.941378 0.434133 -0.151185 -1.6682 -1.1842 1.2141
C -0.287417 -0.681941 0.074416 1.0848 0.0225 0.8636
H -1.140602 1.693865 -0.148689 0.9896 0.5129 0.1221
O -0.396415 -1.853701 0.176104 0.0722 0.4028 -0.0852
P -1.581169 0.508144 -0.702356 0.3404 1.3874 -1.7820
O -1.456876 0.510620 -2.205527 0.6894 -0.4601 0.5424
C 2.530023 -0.301951 0.833318 3.1171 -0.4228 1.0267
```
Forces are in eV/Å.

For the energy above the lowest of the compared OMol25 structures with the same formula, charge and spin, the calculation gives 2.526 eV. The value obtained for the HOMO energy (alpha / beta) is 0.28 / 0.53 eV. As for the total charge: -2.


The following is a DFT calculation (ωB97M-V/def2-TZVPD) of a structure of composition C3LuO3.

Structure (XYZ):
```
7
Properties=species:S:1:pos:R:3:forces:R:3
C 1.852458 -1.328592 -0.428400 4.3857 -2.1175 -1.5387
C 1.067731 -0.315218 -0.062184 -2.4430 1.3556 2.4909
Lu -0.351767 1.199105 1.179803 2.2141 -1.9438 -3.1403
O -2.603327 0.883385 0.437753 2.0070 0.3133 0.6957
O 2.752658 -2.038968 -0.662349 -3.2824 1.6510 0.8614
C -3.678058 0.725812 0.109149 -1.5829 -0.2438 -0.5236
O 0.960304 0.874477 -0.573773 -1.2986 0.9851 1.1546
```
Forces are in eV/Å.

The multiplicity is 2. The value obtained for the HOMO energy (alpha / beta) is -17.65 / -18.61 eV. As for the total charge: +2.


The following is a DFT calculation (ωB97M-V/def2-TZVPD) of an isolated molecule of C3N2O2.

Structure (XYZ):
```
7
Properties=species:S:1:pos:R:3:forces:R:3
N 3.298286 -0.059668 0.132286 -2.0468 -0.0926 -0.5752
C -0.519449 0.152415 -0.111709 10.0128 -0.3126 0.0364
O -2.599967 0.965520 0.058195 0.2200 0.5103 0.0546
O -2.281471 -1.166521 0.040634 0.3584 0.1075 0.0440
C 2.144316 -0.025996 -0.062266 2.8593 0.2921 0.7044
N -1.892997 -0.011725 0.012040 -1.1368 -0.6550 -0.1649
C 0.796203 0.108194 -0.110982 -10.2668 0.1503 -0.0993
```
Forces are in eV/Å.

For the energy above the lowest of the compared OMol25 structures with the same formula, charge and spin, the calculation gives 6.334 eV. The SMILES is N#CC#C[N+](=O)[O-]. The value obtained for the HOMO energy is -11.32 eV. As for the total charge: 0.


The following is a DFT calculation (ωB97M-V/def2-TZVPD) of a cluster of 2 separate species, C3N3P in total.

Structure (XYZ):
```
7
Properties=species:S:1:pos:R:3:forces:R:3
N -1.177825 -2.158761 -1.362912 -0.2669 -0.0233 -0.2803
C -0.886866 -1.570022 -0.416701 0.0922 -0.2868 -0.1300
N 2.230413 -0.076710 0.077757 2.3505 0.7429 -0.7943
C -0.490942 3.107698 -0.106687 0.0516 0.9841 -0.3244
C 1.213105 -0.399126 0.456580 -2.3909 -0.8883 0.9607
P -0.359393 -0.913542 1.110787 0.3198 0.6011 0.1803
N -0.528492 2.010464 0.241177 -0.1563 -1.1297 0.3880
```
Forces are in eV/Å.

For the energy above the lowest of the compared OMol25 structures with the same formula, charge and spin, the calculation gives 3.596 eV. The value obtained for the HOMO energy (alpha / beta) is -9.86 / -12.16 eV. As for the total charge: 0.